[1]
C5H8N as an isolated structure at a distorted geometry. Source: OMol25; level of theory: wB97M-V/def2-TZVPD.

Geometry (Å):
C1 -0.8275 -0.9167 -0.1930
C2 -2.1438 -0.3171 0.1297
C3 0.0550 0.3369 -0.2427
C4 -2.1172 0.9942 -0.0231
C5 1.3547 0.7308 -0.1865
N1 2.4265 -0.0254 0.1611
H1 -0.2774 -1.5856 0.5365
H2 -3.0766 -0.7048 0.2709
H3 -1.0050 1.3040 -0.2525
H4 -2.7292 1.7811 0.3813
H5 1.3671 1.8975 -0.1593
H6 -0.9080 -1.3701 -1.2353
H7 2.3096 -1.0805 0.2896
H8 3.3313 0.3071 0.6036

Kohn-Sham gap	7.339	eV
HOMO energy	-0.50242	Ha
charge	+1
energy relative to the best compared isomer or geometry (same formula, charge and spin)	131.8	kcal/mol
E_LUMO	-6.333	eV

natural (NBO) population analysis, charges in e, atoms 1 to 5: number 1, C, carries -0.510; number 2, C, carries -0.128; number 3, C, carries 0.186; number 4, C, carries -0.138; number 5, C, carries -0.016

---

[2]
C23H41Cl2N4O3P2PdS2 as an isolated structure at a distorted geometry. Source: OMol25; level of theory: wB97M-V/def2-TZVPD.

Geometry (Å):
Pd1 -0.8637 0.0130 -0.4628
C1 -0.8578 -3.2750 0.8889
P1 0.1249 -2.2637 -0.2792
C2 1.6358 -2.0688 0.7895
N1 2.4956 -3.0192 0.8962
C3 3.5444 -3.0431 1.7061
C4 4.4658 -4.1022 1.7914
C5 5.5136 -4.0220 2.6660
C6 5.6910 -2.8876 3.4929
C7 4.8216 -1.8337 3.4439
C8 3.7280 -1.8774 2.5620
N2 2.8295 -0.9155 2.4193
C9 1.8336 -0.8921 1.6123
P2 0.6671 0.5706 1.5464
C10 -0.1642 0.3579 3.1533
C11 1.8328 2.0811 1.6946
C12 2.6412 2.1021 0.3964
C13 0.9432 3.3227 1.8291
C14 2.7227 2.0278 2.9310
C15 0.6586 -3.4725 -1.6514
C16 1.8670 -2.8604 -2.3638
C17 -0.5352 -3.6003 -2.6038
C18 0.9689 -4.8743 -1.1252
H1 -0.2879 -4.1438 1.2124
H2 -1.7771 -3.6071 0.4025
H3 -1.1280 -2.6781 1.7601
H4 4.3227 -4.9716 1.1635
H5 6.2205 -4.8379 2.7331
H6 6.5303 -2.8581 4.1748
H7 4.9546 -0.9597 4.0678
H8 0.5703 0.3751 3.9578
H9 -0.7065 -0.5879 3.1778
H10 -0.8766 1.1731 3.2714
H11 1.9763 2.1379 -0.4677
H12 3.2998 1.2339 0.3117
H13 3.2652 2.9960 0.3633
H14 0.2887 3.4314 0.9770
H15 1.5864 4.2029 1.8756
H16 0.3463 3.2944 2.7416
H17 3.3112 1.1156 3.0000
H18 2.1550 2.1535 3.8529
H19 3.4335 2.8548 2.8635
H20 1.6863 -1.8264 -2.6508
H21 2.0793 -3.4247 -3.2728
H22 2.7591 -2.8996 -1.7378
H23 -0.8357 -2.6511 -3.0348
H24 -1.3978 -4.0512 -2.1088
H25 -0.2461 -4.2622 -3.4215
H26 1.7346 -4.8771 -0.3585
H27 1.3469 -5.4636 -1.9635
H28 0.0794 -5.3778 -0.7474
C19 -2.4516 4.0757 -0.4816
S1 -1.8705 2.4310 -0.2136
O1 -0.4782 2.3533 -0.6830
O2 -2.6922 1.5274 -1.0371
O3 -1.9831 2.0652 1.2033
H29 -2.3911 4.2618 -1.5520
H30 -1.8255 4.7809 0.0605
H31 -3.4840 4.1254 -0.1427
C20 -6.1235 1.2088 2.4835
N3 -4.9342 0.4200 2.1524
C21 -4.4531 0.0710 0.9778
S2 -2.8835 -0.7346 1.0556
N4 -5.0458 0.1609 -0.1866
C22 -6.4048 0.5906 -0.5206
H32 -5.9207 1.7505 3.4036
H33 -6.9868 0.5648 2.6509
H34 -6.3481 1.9287 1.7035
H35 -4.4015 0.0991 2.9477
H36 -4.4276 0.0705 -0.9799
H37 -7.1185 0.2819 0.2365
H38 -6.6789 0.1125 -1.4574
H39 -6.4516 1.6709 -0.6592
Cl1 0.5172 0.5713 -2.7747
C23 -0.8436 0.1741 -3.8479
Cl2 -2.1032 -0.6482 -2.9004
H40 -0.5003 -0.4980 -4.6262
H41 -1.2491 1.0915 -4.2576

Kohn-Sham gap (spin up / spin down)	7.021 / 5.509	eV
HOMO energy (spin up / spin down)	-0.60139 / -0.64441	Ha
spin multiplicity	5
charge	+3
E_LUMO (spin up / spin down)	-9.344 / -12.027	eV

Mulliken population analysis, charges in e, atoms 1 to 5: number 1, Pd, carries -0.352; number 2, C, carries -1.648; number 3, P, carries 1.394; number 4, C, carries 0.146; number 5, N, carries 0.147

---

[3]
C3H2ClF3O in the gas phase at a distorted geometry. Source: OMol25; level of theory: wB97M-V/def2-TZVPD.

Geometry (Å):
O1 1.2862 0.0649 1.5579
C1 0.1937 0.4451 1.3920
C2 -0.3098 0.4797 -0.0454
F1 -1.6674 0.5511 -0.0552
F2 0.1220 1.5909 -0.6927
C3 0.1910 -0.7188 -0.8082
F3 -0.3141 -1.8494 -0.2691
Cl1 -0.2896 -0.6830 -2.5141
H1 -0.5001 0.8540 2.1702
H2 1.2881 -0.7344 -0.7354

Kohn-Sham gap	11.031	eV
structure (SMILES)	O=CC(F)(F)[C@@H](F)Cl
HOMO energy	-0.40622	Ha
charge	0
energy relative to the best compared isomer or geometry (same formula, charge and spin)	2.2	kcal/mol
E_LUMO	-0.022	eV

natural (NBO) population analysis, charges in e, atoms 1 to 5: number 1, O, carries -0.455; number 2, C, carries 0.392; number 3, C, carries 0.534; number 4, F, carries -0.320; number 5, F, carries -0.311

---

[4]
C24H30Cl3LaN7O9 as an isolated structure at a distorted geometry. Source: OMol25; level of theory: wB97M-V/def2-TZVPD.

Geometry (Å):
La1 13.5426 9.9436 9.3386
O1 15.1166 5.7808 10.3244
C1 14.6764 6.7733 9.7779
O2 14.2520 7.8469 10.3389
C2 14.6053 6.7301 8.2457
N1 13.4714 7.5751 7.7872
C3 12.2103 6.8705 8.1832
C4 10.9267 7.6609 7.9334
N2 10.9058 8.9548 8.6276
C5 10.1942 9.9313 7.8342
C6 10.5210 11.4376 8.2673
N3 11.8915 11.9054 8.3632
C7 12.3792 12.4455 7.0833
C8 12.5032 11.4602 5.9840
N4 13.4562 10.4063 6.3217
C9 13.1310 9.1460 5.6315
C10 13.6054 7.8342 6.3712
C11 14.8166 10.9049 6.1241
C12 15.8861 10.1182 6.8871
O3 16.9857 9.9940 6.3346
O4 15.5212 9.6752 8.0283
C13 12.0068 12.9822 9.3196
C14 13.5013 13.2341 9.5358
O5 13.9464 14.3771 9.4806
O6 14.1886 12.1711 9.7259
C15 10.2620 8.8386 9.9778
C16 10.6231 9.8901 11.0621
O7 9.7020 10.0250 11.8758
O8 11.7154 10.4384 10.9525
H1 14.4908 5.7428 7.8710
H2 15.5299 7.1938 7.8963
H3 12.1990 6.5982 9.2584
H4 12.1231 5.8649 7.7327
H5 10.0534 7.0247 8.1260
H6 10.8494 7.8113 6.8279
H7 9.0782 9.8104 7.9266
H8 10.4162 9.7972 6.7720
H9 10.0461 11.5849 9.2611
H10 9.9501 12.0695 7.6052
H11 13.2917 12.9576 7.3508
H12 11.6909 13.2474 6.7271
H13 12.6687 11.9599 5.0210
H14 11.5236 11.0074 5.8325
H15 13.6065 9.1548 4.6416
H16 12.0716 9.1457 5.5635
H17 14.6952 7.8443 6.2063
H18 13.1428 7.0791 5.7019
H19 14.8877 11.9205 6.5181
H20 15.0687 10.9529 5.0779
H21 11.5540 12.6364 10.2411
H22 11.5001 13.8431 8.9245
H23 10.6154 7.9084 10.4367
H24 9.1397 8.6833 9.8719
Cl1 17.9177 7.0355 11.0717
C17 18.3777 8.7876 10.8007
Cl2 18.8670 9.1032 9.1699
Cl3 19.7036 9.1511 12.0194
C18 17.2945 9.5686 11.1453
N5 16.4873 10.3352 11.3923
N6 9.0958 10.3325 14.7609
C19 8.1338 9.4401 15.1867
O9 7.3414 9.6753 16.0716
C20 8.1840 8.0792 14.5925
C21 7.0124 7.2953 14.5529
C22 7.0252 6.1312 13.8177
C23 8.2744 5.6552 13.3229
N7 9.3863 6.3457 13.4849
C24 9.3489 7.5330 14.0419
H25 8.8979 11.2824 15.0785
H26 9.4379 10.2027 13.8277
H27 6.1383 7.6109 15.1153
H28 6.1128 5.5927 13.6572
H29 8.4152 4.6564 12.8894
H30 10.3077 8.0369 14.1020

Kohn-Sham gap	8.672	eV
HOMO energy	-0.24794	Ha
charge	-1
energy relative to the best compared isomer or geometry (same formula, charge and spin)	4.1	kcal/mol
E_LUMO	1.925	eV

Mulliken population analysis, charges in e, atoms 1 to 5: number 1, La, carries 2.488; number 2, O, carries -0.781; number 3, C, carries 0.497; number 4, O, carries -0.634; number 5, C, carries -0.869

---

[5]
C21H27N3O3S as an isolated structure at a distorted geometry. Source: OMol25; level of theory: wB97M-V/def2-TZVPD.

Geometry (Å):
C1 4.5808 -2.5679 -0.3632
H1 5.3904 -2.1302 -0.9232
C2 3.1954 -2.3288 -1.3066
H2 2.4472 -2.7450 -0.8760
C3 3.2027 -0.8871 -1.8812
C4 2.8746 -0.0831 -0.4254
O1 2.5379 1.2623 -0.6723
C5 0.9873 1.3309 -1.2043
C6 0.6152 2.6479 -1.2883
C7 -0.6662 3.1124 -1.5554
C8 -1.7166 1.9377 -1.5639
C9 -1.2463 0.5785 -1.6800
C10 0.1733 0.4619 -1.5706
H3 0.3126 -0.6441 -1.2515
H4 -1.9504 -0.0930 -1.9667
C11 -2.9765 2.3740 -1.8068
N1 -3.3911 3.7993 -1.5059
C12 -3.2563 4.2648 -0.2036
N2 -3.0201 3.5652 0.8208
N3 -2.4152 2.2854 0.9613
C13 -1.6675 1.8336 1.6972
C14 -1.0700 0.4906 2.0195
C15 -0.0187 0.2755 2.6376
C16 0.6818 -0.9516 2.6795
C17 -0.1957 -2.1641 1.6928
C18 -1.2762 -1.6966 1.1156
C19 -1.6393 -0.3934 1.0324
H5 -2.8305 -0.3256 0.6918
O2 -1.6186 -2.8302 0.5652
C20 -2.9549 -2.6160 -0.1013
H6 -3.3417 -3.7411 -0.4980
H7 -3.7707 -2.4368 0.4624
H8 -2.9900 -1.9655 -0.9310
O3 0.6039 -3.2146 1.5993
C21 1.7630 -3.5593 2.3433
H9 2.3899 -3.0066 2.1643
H10 1.4925 -3.4906 3.3145
H11 1.9803 -4.5143 2.3833
H12 1.5177 -1.1424 3.0786
H13 0.5409 0.9933 3.2332
H14 -1.2453 2.7748 2.6138
H15 -2.5149 4.1150 1.8764
S1 -3.6528 5.7839 -0.0053
H16 -3.6950 4.3643 -2.2012
H17 -3.3499 2.1527 -2.9758
H18 -3.7239 1.7508 -1.4248
H19 -0.9124 4.2378 -1.6111
H20 1.4109 3.6976 -1.1277
H21 1.8648 -0.6833 0.1179
H22 3.6840 -0.0591 0.3109
H23 2.3003 -0.8564 -2.4206
H24 4.0023 -0.5291 -2.1050
H25 3.3034 -2.8745 -2.3181
H26 4.5172 -2.0234 0.5642
H27 4.7366 -3.5368 -0.2110

Kohn-Sham gap	7.755	eV
HOMO energy	-0.28936	Ha
charge	0
energy relative to the best compared isomer or geometry (same formula, charge and spin)	575.4	kcal/mol
E_LUMO	-0.119	eV

natural (NBO) population analysis, charges in e, atoms 1 to 5: number 1, C, carries -0.600; number 2, H, carries 0.200; number 3, C, carries -0.363; number 4, H, carries 0.183; number 5, C, carries -0.389

---

[6]
C3H2O4S in the gas phase at a distorted geometry. Source: OMol25; level of theory: wB97M-V/def2-TZVPD.

Geometry (Å):
O1 -1.4106 1.5915 -0.0784
C1 -0.4456 0.6988 -0.0672
O2 0.8627 1.0657 -0.0692
C2 1.6109 -0.0537 -0.0160
S1 3.2445 -0.0019 0.0287
O3 0.7870 -1.1433 -0.0946
C3 -0.5140 -0.6281 -0.0928
O4 -1.5082 -1.5015 0.1671
H1 -1.2481 2.1943 0.7133
H2 -1.3788 -2.2217 -0.4910

Kohn-Sham gap	8.810	eV
structure (SMILES)	Oc1oc(=S)oc1O
HOMO energy	-0.31588	Ha
charge	0
energy relative to the best compared isomer or geometry (same formula, charge and spin)	35.0	kcal/mol
E_LUMO	0.215	eV

natural (NBO) population analysis, charges in e, atoms 1 to 5: number 1, O, carries -0.636; number 2, C, carries 0.426; number 3, O, carries -0.441; number 4, C, carries 0.446; number 5, S, carries -0.104

---

[7]
A 9-piece molecular cluster, BrH16O8 overall. Source: OMol25; level of theory: wB97M-V/def2-TZVPD.

Geometry (Å):
Br1 0.1357 0.0008 -0.0597
O1 3.1226 -0.9606 -1.9969
H1 3.3552 -1.2597 -1.1094
H2 2.1827 -0.7546 -1.9392
O2 -3.2092 0.9491 -0.7843
H3 -2.2879 1.0850 -0.5203
H4 -3.2389 1.2053 -1.7094
O3 0.9198 3.0980 -0.3955
H5 0.8088 2.1348 -0.2670
H6 1.6021 3.1739 -1.0675
O4 3.1065 -1.0336 0.9398
H7 2.2614 -0.5830 0.7569
H8 3.1262 -1.1351 1.8949
O5 -0.8452 2.4452 2.1975
H9 -0.6029 1.8917 1.4415
H10 -0.6334 3.3382 1.9109
O6 0.1362 -3.0862 1.6144
H11 1.0587 -3.3551 1.6245
H12 0.1410 -2.2340 1.1551
O7 -2.8311 -0.1839 1.9114
H13 -1.9070 -0.3320 1.6611
H14 -3.2446 0.2013 1.1366
O8 -1.3011 -1.8395 -2.7762
H15 -0.8829 -1.4827 -3.5642
H16 -0.9727 -1.2831 -2.0551

Kohn-Sham gap	9.920	eV
HOMO energy	-0.25054	Ha
charge	-1
energy relative to the best compared isomer or geometry (same formula, charge and spin)	0.7	kcal/mol
E_LUMO	3.103	eV

natural (NBO) population analysis, charges in e, atoms 1 to 5: number 1, Br, carries -0.894; number 2, O, carries -0.973; number 3, H, carries 0.489; number 4, H, carries 0.478; number 5, O, carries -0.967

---

[8]
C2H4N2OS in the gas phase at a distorted geometry. Source: OMol25; level of theory: wB97M-V/def2-TZVPD.

Geometry (Å):
C1 -0.8521 1.9707 -0.5361
C2 -0.3387 -1.3018 -0.1740
N1 -1.8047 2.5089 -0.9513
N2 0.2104 1.4210 -0.1293
O1 1.5492 -0.2913 1.4176
S1 0.0300 -0.0261 1.1191
H1 0.3067 -2.1164 -0.0547
H2 0.0253 -0.6247 -1.1104
H3 -1.3080 -1.7211 -0.3264
H4 2.1818 0.1808 0.7456

Kohn-Sham gap	8.144	eV
HOMO energy	-0.31855	Ha
charge	0
energy relative to the best compared isomer or geometry (same formula, charge and spin)	108.7	kcal/mol
E_LUMO	-0.524	eV

natural (NBO) population analysis, charges in e, atoms 1 to 5: number 1, C, carries 0.326; number 2, C, carries -0.813; number 3, N, carries -0.427; number 4, N, carries -0.768; number 5, O, carries -0.853

---

Results for DFT total energy: -249.61518 -3872.06284 -950.52370 -3405.48493 -1603.76461 -814.61587 -3185.67420 -661.41227 (in Eh, following the order of the records).